--- i ---
Formula: C3H6O3
Source: the OMol25 dataset
Level of theory: ωB97M-V/def2-TZVPD

The geometry in XYZ format:
```
12
Properties=species:S:1:pos:R:3
C -0.3843 -0.3561 -1.3094
C -0.4388 -0.6933 0.1575
O -0.0413 -1.7016 0.5994
C -0.9173 0.3426 1.1734
O -1.4921 1.4237 0.9879
H -1.4347 -0.5212 -1.6394
H 0.2796 -0.8507 -1.9363
H -0.1822 0.7245 -1.3476
H -0.5133 0.2318 2.1524
O 1.4342 0.6167 0.6102
H 2.0759 1.0820 0.1263
H 1.6144 -0.2984 0.4256
```

Values from the calculation:
Kohn-Sham gap = 0.3543 hartree
LUMO = 0.060 eV
HOMO = -9.581 eV
Structure (SMILES) = CC(=O)C=O.O

Atomic partial charges in e from the Mulliken method, atoms 1 to 4: -1.029 0.611 -0.486 0.005


--- ii ---
Formula: C3H6O3
Source: the OMol25 dataset
Level of theory: ωB97M-V/def2-TZVPD

The geometry in XYZ format:
```
12
Properties=species:S:1:pos:R:3
C -1.1601 -0.3244 -0.8993
C 1.4485 0.0720 -0.2267
C -0.5947 0.3325 1.3031
O -1.4641 -1.0371 0.1132
O 0.1440 0.6482 -0.1354
O -1.3086 1.1651 1.7157
H -1.7903 0.5326 -1.1730
H -0.6493 -0.7861 -1.7588
H 0.0222 -0.4091 1.8160
H 1.4001 -1.0194 -0.1573
H 1.8840 0.3643 -1.1813
H 2.0683 0.4614 0.5839
```

Values from the calculation:
Kohn-Sham gap = 0.3859 hartree
LUMO = 0.791 eV
HOMO = -9.710 eV

Atomic partial charges in e from the Mulliken method, atoms 1 to 4: -0.049 -0.763 0.241 -0.574


Among the structures above, stability is smallest for ii.